Record 1
DFT (wB97M-V/def2-TZVPD) results for a 2-piece molecular cluster, C3H11NOS2 overall.

```
18
Properties=species:S:1:pos:R:3:forces:R:3:nbo_charge:R:1
N -0.120 -0.206 -2.517 0.3 0.2 -0.3 -0.825
C 1.117 0.172 -1.820 -0.7 -1.4 -1.1 -0.241
C 1.465 -0.843 -0.728 1.2 1.6 1.5 -0.564
S 0.150 -0.950 0.535 -0.2 -1.0 -0.5 0.071
S 0.053 0.895 1.326 -0.4 0.1 0.5 0.089
C 0.983 0.660 2.850 0.5 1.1 0.4 -0.755
H -0.261 -1.203 -2.454 -0.3 0.0 0.0 0.358
H -0.928 0.291 -2.184 0.1 -0.1 0.0 0.337
H 1.878 0.176 -2.611 0.3 0.2 0.5 0.198
H 0.976 1.176 -1.441 0.3 0.1 0.3 0.208
H 1.798 -1.849 -0.972 -0.7 -0.2 -0.7 0.237
H 2.366 -0.481 -0.194 -0.3 0.1 -0.1 0.220
H 1.984 0.430 2.546 0.6 -0.4 0.1 0.217
H 1.050 1.661 3.306 -0.2 -0.3 -0.1 0.227
H 0.644 -0.039 3.620 -0.4 0.0 -0.6 0.228
H -3.646 0.162 -0.481 -0.1 0.0 1.1 0.470
H -2.502 0.217 -1.491 -0.6 -0.1 0.3 0.456
O -3.467 0.162 -1.406 0.5 0.1 -1.3 -0.929
```
Positions in Å, forces in eV/Å.

Calculated values
relative energy (zero: lowest compared OMol25 entry of this formula, charge and spin)	47.2	kJ/mol
frontier orbital gap	9.625	eV
E_HOMO	-9.00	eV
multiplicity	1
E_tot	-28497.107	eV
charge	0

Record 2
DFT (wB97M-V/def2-TZVPD) results for an isolated ion of composition C3H7N2O3S and charge +1.

```
16
Properties=species:S:1:pos:R:3:forces:R:3:nbo_charge:R:1
C -1.100 1.037 -0.080 1.9 3.9 -1.9 0.783
C 0.905 -0.567 0.598 -2.3 5.4 1.5 -0.212
C 1.832 -1.117 -0.390 1.1 -2.3 0.3 -0.723
N 0.223 0.979 0.001 1.9 -2.6 -0.4 -0.609
N -1.742 2.047 -0.715 -2.9 -2.2 3.1 -0.754
O -1.123 -1.831 1.967 0.4 1.0 -0.5 -0.812
O -1.037 -2.054 -0.455 -0.2 -0.4 -2.2 -0.837
O -1.762 0.176 0.529 -1.0 -3.0 1.5 -0.576
S -0.794 -1.306 0.689 0.2 -0.6 3.3 2.289
H 1.286 -0.040 1.607 -0.9 -2.1 -2.1 0.314
H 2.542 -0.296 -0.632 -0.6 -0.7 -0.7 0.269
H 1.290 -1.763 -1.161 1.0 1.6 0.5 0.292
H 2.502 -1.878 0.145 -0.9 1.0 -0.5 0.289
H 0.868 1.475 -0.634 -0.8 -0.2 0.5 0.433
H -1.284 2.705 -1.215 2.2 2.3 -1.7 0.411
H -2.604 2.433 -0.257 0.9 -1.0 -0.8 0.443
```
Positions in Å, forces in eV/Å.

Calculated values
relative energy (zero: lowest compared OMol25 entry of this formula, charge and spin)	113.1	kJ/mol
frontier orbital gap	11.570	eV
E_HOMO	-15.81	eV
multiplicity	1
E_tot	-23173.253	eV
charge	+1

Record 3
DFT (wB97M-V/def2-TZVPD) results for C26H23F12MgN5O6PS4 as an isolated structure.

```
78
Properties=species:S:1:pos:R:3:forces:R:3:lowdin_spin:R:1
Mg 0.688 -2.535 0.115 0.2 -0.3 -0.1 0.000
F 5.343 -4.326 2.382 0.0 0.0 0.0 0.000
C 4.618 -3.664 1.486 0.0 0.0 0.0 0.000
F 4.315 -4.475 0.483 0.0 0.0 0.0 0.000
F 5.326 -2.637 1.024 0.0 0.0 0.0 0.000
S 3.091 -3.009 2.280 0.0 0.0 0.0 0.000
O 2.406 -2.342 1.179 0.0 0.1 0.0 -0.001
O 3.556 -2.182 3.342 0.0 0.0 0.0 0.000
N 2.360 -4.284 2.802 0.0 0.0 0.0 0.000
S 1.027 -4.940 2.309 0.0 0.0 0.0 0.000
O 0.385 -4.235 1.205 0.0 0.1 0.0 0.000
O 0.197 -5.330 3.395 0.0 0.0 0.0 0.000
C 1.583 -6.514 1.531 0.0 0.0 0.0 0.000
F 2.319 -7.211 2.389 0.0 0.0 0.0 0.000
F 0.509 -7.223 1.198 0.0 0.0 0.0 0.000
F 2.297 -6.266 0.440 0.0 0.0 0.0 0.000
S 3.769 1.023 0.995 0.0 0.0 0.0 0.425
C 2.178 1.218 0.515 0.0 0.0 0.0 0.031
N 1.687 1.374 -0.683 0.0 0.0 0.0 -0.007
C 0.234 1.316 -0.872 0.0 0.0 0.0 0.000
C -0.494 2.003 0.259 0.0 0.0 0.0 0.000
N 0.016 1.570 1.566 0.1 0.1 0.1 -0.007
C -0.868 1.520 2.748 0.0 0.0 0.1 0.016
C -2.104 2.356 2.578 0.0 0.0 0.0 0.002
C -2.048 3.733 2.777 0.0 0.0 0.0 0.000
C -3.176 4.515 2.587 0.0 0.0 0.0 0.000
C -4.371 3.924 2.198 0.0 0.0 0.0 0.000
C -4.435 2.553 2.005 0.0 0.0 0.0 0.000
C -3.305 1.771 2.195 0.0 0.0 0.0 0.001
C 1.256 1.182 1.686 -0.1 0.1 0.0 0.032
S 2.048 0.661 3.059 0.0 0.0 0.0 0.464
C 2.519 1.443 -1.889 0.0 0.0 0.0 0.016
C 2.389 2.799 -2.535 0.0 0.0 0.0 0.000
C 1.968 2.907 -3.853 0.0 0.0 0.0 0.000
C 1.846 4.156 -4.449 0.0 0.0 0.0 0.000
C 2.138 5.302 -3.725 0.0 0.0 0.0 0.000
C 2.559 5.199 -2.405 0.0 0.0 0.0 0.000
C 2.686 3.953 -1.813 0.0 0.0 0.0 0.001
H -0.053 0.267 -0.968 0.0 0.0 0.0 0.000
H 0.002 1.829 -1.805 0.0 0.0 0.0 0.000
H -1.550 1.750 0.207 0.0 0.0 0.0 0.000
H -0.399 3.090 0.186 0.0 0.0 0.0 0.000
H -0.277 1.878 3.594 0.0 0.0 0.0 0.010
H -1.104 0.468 2.921 0.0 0.1 0.0 0.002
H -1.116 4.192 3.090 0.0 0.0 0.0 0.000
H -3.125 5.584 2.747 0.0 0.0 0.0 0.000
H -5.253 4.534 2.051 0.0 0.0 0.0 0.000
H -5.365 2.088 1.704 0.0 0.0 0.0 0.000
H -3.340 0.700 2.035 0.0 0.2 0.1 0.000
H 2.194 0.651 -2.561 0.0 0.0 0.0 0.000
H 3.545 1.224 -1.597 0.0 0.0 0.0 0.013
H 1.743 2.010 -4.417 0.0 0.0 0.0 0.000
H 1.522 4.232 -5.479 0.0 0.0 0.0 0.000
H 2.042 6.275 -4.188 0.0 0.0 0.0 0.000
H 2.796 6.091 -1.840 0.0 0.0 0.0 0.000
H 3.028 3.872 -0.786 0.0 0.0 0.0 0.001
O -0.218 -1.161 1.287 -0.2 -0.1 0.0 0.001
N -1.460 -0.929 1.040 0.0 -0.2 -0.1 0.000
N -1.877 -1.524 -0.003 0.0 -0.1 -0.1 0.000
O -1.102 -2.249 -0.754 -0.1 0.0 0.1 0.000
C -3.238 -1.325 -0.413 0.0 0.0 0.0 0.000
C -3.524 -1.399 -1.766 0.0 0.0 0.0 0.000
C -4.828 -1.180 -2.181 0.0 0.0 0.0 0.000
C -5.823 -0.902 -1.255 0.0 0.0 0.0 0.000
C -5.519 -0.856 0.099 0.0 0.0 0.0 0.000
C -4.221 -1.075 0.532 0.0 -0.1 0.0 0.000
H -2.732 -1.639 -2.461 0.0 0.0 0.0 0.000
H -5.067 -1.235 -3.235 0.0 0.0 0.0 0.000
H -6.840 -0.739 -1.586 0.0 0.0 0.0 0.000
H -6.300 -0.670 0.825 0.0 0.0 0.0 0.000
H -3.974 -1.080 1.584 0.0 -0.1 0.0 0.000
F 1.592 -1.424 -1.401 0.0 0.0 0.0 0.000
P 2.169 -2.607 -2.512 0.0 0.1 -0.1 0.000
F 1.613 -3.695 -1.364 -0.1 0.1 0.0 0.000
F 3.557 -2.546 -1.737 0.0 0.0 0.0 0.000
F 2.628 -1.433 -3.494 0.0 0.0 0.0 0.000
F 2.657 -3.771 -3.452 0.0 0.0 0.0 0.000
F 0.708 -2.604 -3.151 0.0 0.0 0.0 0.000
```
Positions in Å, forces in eV/Å.

Calculated values
relative energy (zero: lowest compared OMol25 entry of this formula, charge and spin)	11.3	kJ/mol
frontier orbital gap (spin up / spin down)	7.466 / 6.730	eV
E_HOMO (spin up / spin down)	-9.16 / -9.23	eV
multiplicity	2
E_tot	-137761.994	eV
charge	0
<S²>	0.7572

Record 4
DFT (wB97M-V/def2-TZVPD) results for one molecule with the formula C22H40IOP.

```
65
Properties=species:S:1:pos:R:3:forces:R:3:nbo_charge:R:1
C 7.282 -2.863 1.086 0.0 0.0 0.1 -0.603
C 7.450 -1.402 0.700 0.0 0.0 0.1 -0.387
C 6.166 -0.772 0.172 0.0 0.0 -0.1 -0.393
C 6.357 0.667 -0.349 0.0 -0.1 0.0 -0.397
C 5.560 1.758 0.392 0.1 0.0 0.2 -0.397
C 4.421 2.413 -0.413 0.0 0.0 0.0 -0.393
C 3.039 2.352 0.249 0.0 0.0 0.1 -0.391
C 1.850 2.335 -0.731 0.0 0.2 0.2 -0.412
C 0.977 3.600 -0.730 0.2 0.1 -0.2 -0.390
C -0.493 3.329 -1.020 -0.2 0.1 -0.1 -0.396
C -1.243 2.769 0.183 0.0 0.1 0.2 -0.404
C -2.698 2.358 -0.108 0.1 0.1 0.0 -0.715
P -3.208 0.618 0.141 -1.4 0.4 1.0 1.219
I -1.122 -0.302 -1.320 0.6 -0.3 -0.4 -0.529
C -4.634 1.044 1.334 0.1 0.0 -0.2 -0.774
C -5.424 -0.138 1.866 0.0 0.0 -0.1 -0.074
O -4.568 -1.061 2.541 -0.1 0.0 0.0 -0.734
C -4.296 -0.117 -1.142 0.3 0.1 -0.1 -0.745
C -4.480 -1.615 -1.176 0.0 0.2 0.0 -0.027
C -5.277 -2.127 -2.190 -0.1 0.2 -0.2 -0.216
C -5.515 -3.478 -2.273 -0.1 -0.3 -0.1 -0.199
C -4.960 -4.337 -1.344 0.0 -0.3 0.1 -0.211
C -4.154 -3.850 -0.327 0.0 -0.2 0.1 -0.011
C -3.527 -4.771 0.682 -0.1 0.1 0.1 -0.631
C -3.925 -2.485 -0.260 0.1 0.1 0.2 -0.162
H 8.212 -3.279 1.476 0.0 0.0 0.0 0.207
H 6.981 -3.464 0.227 0.0 0.0 0.0 0.201
H 6.520 -2.981 1.859 0.0 0.0 0.0 0.201
H 7.795 -0.832 1.568 0.0 0.0 0.0 0.191
H 8.234 -1.308 -0.057 0.0 0.0 0.0 0.192
H 5.771 -1.411 -0.622 0.0 0.0 0.0 0.197
H 5.417 -0.786 0.968 -0.1 0.0 0.0 0.193
H 6.093 0.690 -1.407 0.0 0.1 -0.1 0.201
H 7.422 0.904 -0.304 0.0 0.0 0.0 0.199
H 6.255 2.528 0.730 0.0 0.0 0.0 0.201
H 5.142 1.320 1.302 0.0 0.0 0.1 0.194
H 4.352 1.919 -1.383 0.0 0.0 -0.1 0.192
H 4.683 3.455 -0.602 -0.1 0.0 -0.2 0.199
H 3.002 1.453 0.870 0.0 0.0 0.0 0.197
H 2.923 3.193 0.937 0.1 0.0 0.1 0.192
H 1.217 1.478 -0.503 0.0 -0.1 -0.1 0.222
H 2.236 2.197 -1.742 -0.1 -0.2 -0.1 0.201
H 1.347 4.293 -1.491 0.1 0.1 0.1 0.203
H 1.074 4.121 0.227 -0.1 0.0 0.1 0.188
H -0.982 4.267 -1.305 0.0 0.0 0.0 0.194
H -0.596 2.655 -1.874 0.1 -0.1 0.0 0.220
H -1.297 3.575 0.921 0.1 -0.1 0.1 0.203
H -0.682 1.959 0.652 0.0 -0.1 -0.1 0.222
H -3.351 2.920 0.559 -0.1 0.0 -0.1 0.234
H -2.976 2.638 -1.127 0.0 -0.2 -0.1 0.251
H -2.583 -0.074 1.175 0.3 -0.2 -0.3 0.028
H -5.314 1.746 0.841 0.0 0.0 0.0 0.215
H -4.185 1.553 2.194 0.0 0.1 -0.1 0.211
H -5.920 -0.689 1.062 0.1 0.0 0.0 0.183
H -6.213 0.214 2.535 0.0 0.0 0.0 0.172
H -4.617 -0.889 3.483 0.1 0.0 0.0 0.474
H -3.865 0.205 -2.091 0.0 0.0 0.0 0.271
H -5.271 0.361 -1.024 0.0 0.1 0.0 0.233
H -5.717 -1.465 -2.926 0.0 0.1 0.0 0.206
H -6.138 -3.871 -3.065 0.0 0.0 0.0 0.212
H -5.150 -5.401 -1.402 0.0 0.0 0.0 0.207
H -3.323 -4.236 1.609 0.0 0.0 0.0 0.219
H -2.583 -5.171 0.312 0.0 -0.1 0.0 0.224
H -4.193 -5.599 0.918 0.0 -0.1 0.0 0.214
H -3.297 -2.114 0.537 0.0 0.0 0.1 0.209
```
Positions in Å, forces in eV/Å.

Calculated values
frontier orbital gap	8.600	eV
E_HOMO	-8.08	eV
multiplicity	1
E_tot	-42899.610	eV
charge	0

Record 5
DFT (wB97M-V/def2-TZVPD) results for C41H35AsN2O4P2RhS5 as an isolated structure.

```
91
Properties=species:S:1:pos:R:3:forces:R:3:lowdin_spin:R:1
Rh 0.607 -0.529 0.218 0.3 0.1 0.2 2.326
O 0.133 1.659 0.224 -0.3 -0.1 -0.2 0.061
P 0.039 2.995 -0.431 0.2 -0.1 0.0 0.010
C -1.643 3.672 -0.598 -0.1 0.0 0.1 0.002
P -3.045 2.554 -0.925 0.1 0.1 0.0 0.000
O -3.468 1.774 0.253 0.0 0.0 0.0 0.000
C -4.346 3.727 -1.420 0.0 0.0 0.0 0.000
C -4.279 4.585 -2.515 0.0 0.0 0.0 0.000
C -5.320 5.458 -2.787 0.0 0.0 0.0 0.000
C -6.438 5.484 -1.963 0.0 0.0 0.0 0.000
C -6.511 4.633 -0.871 0.0 0.0 0.0 0.000
C -5.470 3.756 -0.599 0.0 0.0 0.0 0.000
C -2.622 1.525 -2.345 0.0 0.0 0.0 0.000
C -2.762 0.156 -2.131 0.0 0.0 0.0 0.002
C -2.452 -0.738 -3.147 0.0 0.0 0.0 0.001
C -2.027 -0.267 -4.380 0.0 0.0 0.0 0.000
C -1.894 1.098 -4.598 0.0 0.0 0.0 0.000
C -2.178 1.993 -3.580 0.0 0.0 0.0 0.000
C 0.658 2.999 -2.129 -0.1 0.0 0.0 0.001
C 1.082 1.801 -2.686 0.1 0.0 0.0 0.004
C 1.555 1.768 -3.988 0.0 0.0 0.0 0.000
C 1.595 2.931 -4.742 0.0 0.0 0.0 0.000
C 1.169 4.131 -4.192 0.0 0.0 0.0 0.000
C 0.704 4.165 -2.886 0.0 0.0 0.0 0.000
C 0.859 4.252 0.567 0.0 0.0 0.0 0.001
C 0.700 5.619 0.353 0.0 0.0 0.0 0.000
C 1.352 6.532 1.167 0.0 0.0 0.0 0.000
C 2.151 6.080 2.209 0.0 0.0 0.0 0.000
C 2.288 4.719 2.443 0.0 0.0 0.0 0.000
C 1.640 3.806 1.626 0.0 0.0 0.0 0.000
H -1.610 4.453 -1.363 0.0 0.0 0.0 0.000
H -1.914 4.147 0.350 0.0 0.0 0.0 0.000
H -3.416 4.581 -3.167 0.0 0.0 0.0 0.000
H -5.260 6.119 -3.642 0.0 0.0 0.0 0.000
H -7.250 6.167 -2.174 0.0 0.0 0.0 0.000
H -7.382 4.648 -0.228 0.0 0.0 0.0 0.000
H -5.512 3.076 0.242 0.0 0.0 0.0 0.000
H -3.094 -0.189 -1.160 0.0 0.0 0.0 0.001
H -2.544 -1.801 -2.967 0.0 0.0 0.0 0.000
H -1.787 -0.966 -5.172 0.0 0.0 0.0 0.000
H -1.541 1.465 -5.553 0.0 0.0 0.0 0.000
H -2.015 3.049 -3.753 0.0 0.0 0.0 0.000
H 1.089 0.898 -2.089 0.0 0.0 0.0 0.007
H 1.907 0.832 -4.403 0.0 0.0 0.0 0.000
H 1.973 2.905 -5.757 0.0 0.0 0.0 0.000
H 1.215 5.044 -4.773 0.0 0.0 0.0 0.000
H 0.403 5.113 -2.457 0.0 0.0 0.0 0.000
H 0.064 5.986 -0.444 0.0 0.0 0.0 0.000
H 1.232 7.593 0.991 0.0 0.0 0.0 0.000
H 2.662 6.792 2.845 0.0 0.0 0.0 0.000
H 2.902 4.359 3.258 0.0 0.0 0.0 0.000
H 1.736 2.744 1.800 0.0 0.0 0.0 0.000
S -0.883 -3.815 3.564 0.0 -0.1 0.0 0.489
As -0.785 -1.853 2.757 0.0 0.0 -0.2 0.000
S 1.178 -0.963 2.593 0.0 0.0 -0.1 0.210
S -1.528 -1.611 0.723 0.0 0.1 0.0 0.181
S -2.051 -1.138 4.306 0.0 0.0 0.1 0.539
C 6.578 2.109 4.941 0.0 0.0 0.0 0.000
C 5.906 1.896 3.612 0.0 0.0 0.0 0.000
C 4.641 1.324 3.531 0.0 0.0 0.0 0.000
C 4.030 1.117 2.303 0.0 0.0 0.0 0.000
C 4.685 1.481 1.139 0.0 0.0 0.0 0.000
C 5.950 2.049 1.197 0.0 0.0 0.0 0.000
C 6.550 2.255 2.429 0.0 0.0 0.0 0.000
S 3.866 1.286 -0.436 0.0 -0.1 0.0 0.004
O 4.922 1.287 -1.427 0.0 0.0 0.0 0.005
O 2.922 2.377 -0.509 0.0 0.0 0.0 0.000
N 3.043 -0.071 -0.371 -0.1 0.0 0.0 0.038
C 3.736 -1.268 -0.369 0.0 0.0 0.0 0.001
C 5.102 -1.446 -0.216 0.0 0.0 0.0 0.003
C 5.692 -2.723 -0.212 0.0 0.0 0.0 -0.001
C 4.954 -3.858 -0.385 0.0 0.1 0.0 0.002
C 3.559 -3.734 -0.573 0.0 -0.1 0.0 0.002
C 2.730 -4.856 -0.791 0.0 0.0 0.0 0.007
C 1.392 -4.691 -0.994 0.0 0.1 0.0 0.002
C 0.867 -3.388 -0.947 0.0 0.0 -0.1 0.019
N 1.608 -2.325 -0.733 -0.1 0.0 0.1 0.067
C 2.952 -2.460 -0.555 0.0 0.1 0.0 0.007
H 5.922 1.825 5.763 0.0 0.0 0.0 0.000
H 6.860 3.155 5.077 0.0 0.0 0.0 0.000
H 7.490 1.513 5.019 0.0 0.0 0.0 0.000
H 4.126 1.021 4.435 0.0 0.0 0.0 0.000
H 3.051 0.658 2.251 0.0 0.0 0.0 0.000
H 6.451 2.315 0.276 0.0 0.0 0.0 0.000
H 7.539 2.698 2.475 0.0 0.0 0.0 0.000
H 5.753 -0.593 -0.114 0.0 0.1 0.0 0.000
H 6.764 -2.788 -0.072 0.0 0.0 0.0 0.000
H 5.405 -4.842 -0.384 0.0 0.0 0.0 0.000
H 3.179 -5.842 -0.788 0.0 0.0 0.0 0.000
H 0.727 -5.527 -1.154 0.0 0.0 0.0 0.000
H -0.197 -3.221 -1.048 0.0 0.0 0.0 0.003
```
Positions in Å, forces in eV/Å.

Calculated values
relative energy (zero: lowest compared OMol25 entry of this formula, charge and spin)	23.2	kJ/mol
frontier orbital gap (spin up / spin down)	6.529 / 6.213	eV
E_HOMO (spin up / spin down)	-4.49 / -4.81	eV
multiplicity	5
E_tot	-190861.671	eV
charge	-1
<S²>	6.0161